Entry from the Open Molecules 2025 dataset: 2 unconnected molecules or ions with the total composition C4H8N2O3 at a distorted geometry (the ωB97M-V functional and the def2-TZVPD basis).

Atoms and positions in Å:
H -0.65 -2.68 1.51
N -0.49 -2.70 0.53
C 0.13 -1.62 0.17
O 0.29 -1.37 -1.16
N 0.83 -0.67 0.91
C 1.64 0.41 0.41
O 0.85 1.59 0.42
H -0.45 -1.84 -1.54
H 0.81 -0.96 1.84
H 2.34 0.79 1.17
H 1.93 0.11 -0.53
H 0.09 1.72 -0.16
C -2.14 1.35 -0.75
C -2.47 0.69 0.31
O -2.79 0.06 1.23
H -1.65 0.80 -1.45
H -2.30 2.46 -0.59

The HOMO energy is -9.337 eV. The LUMO energy is 0.63 eV. The calculation puts the HOMO-LUMO gap at 9.97 eV. The relative energy (zero: lowest compared OMol25 entry of this formula, charge and spin) comes out at 3.279 eV.

Entry from the Open Molecules 2025 dataset: a molecular structure, C31H52As3N2O5RuSSi at a distorted geometry (the ωB97M-V functional and the def2-TZVPD basis).

Atoms and positions in Å:
Ru -0.79 -0.85 0.60
O 0.11 -1.94 2.78
C 0.29 -1.31 4.02
C -0.24 0.11 4.04
C -0.37 0.77 5.26
C -0.82 2.07 5.28
C -1.13 2.67 4.06
C -0.96 1.94 2.90
N -0.53 0.68 2.88
H -0.86 -2.09 2.69
H 1.37 -1.29 4.22
H -0.20 -1.89 4.82
H -0.12 0.24 6.17
H -0.94 2.61 6.21
H -1.48 3.69 4.02
H -1.19 2.37 1.93
C 0.01 -1.92 -3.77
As -0.62 -0.93 -2.17
C -2.52 -1.17 -2.60
C -0.43 0.97 -2.77
C 0.91 1.64 -2.43
C 0.85 3.11 -2.90
C 1.16 1.72 -0.91
As 1.56 0.15 0.26
C 2.34 1.28 1.70
C 3.35 -0.45 -0.38
C 2.08 0.90 -3.07
As 2.51 0.76 -5.02
C 0.86 1.16 -6.05
C 3.35 2.54 -5.27
H -0.60 -1.67 -4.64
H -0.11 -2.98 -3.55
H 1.06 -1.73 -3.99
H -2.78 -0.75 -3.57
H -3.14 -0.71 -1.82
H -2.72 -2.24 -2.61
H -1.24 1.50 -2.25
H -0.61 1.03 -3.84
H 0.10 3.65 -2.33
H 0.59 3.18 -3.95
H 1.81 3.59 -2.74
H 0.26 2.16 -0.44
H 1.99 2.43 -0.76
H 3.28 1.74 1.36
H 2.55 0.67 2.57
H 1.64 2.07 1.99
H 3.89 0.37 -0.86
H 3.24 -1.28 -1.07
H 3.92 -0.77 0.49
H 2.02 -0.14 -2.70
H 3.00 1.32 -2.66
H 0.16 0.33 -5.98
H 1.17 1.24 -7.09
H 0.37 2.08 -5.76
H 4.21 2.64 -4.61
H 2.67 3.37 -5.10
H 3.72 2.61 -6.30
C 3.16 -4.62 5.07
C 2.44 -4.44 3.77
C 2.90 -3.54 2.82
C 2.22 -3.37 1.63
C 1.07 -4.08 1.37
C 0.60 -5.00 2.30
C 1.28 -5.17 3.49
S 0.24 -3.77 -0.20
O 1.11 -2.84 -0.91
O 0.00 -5.04 -0.84
N -1.15 -2.97 0.00
C -2.32 -3.65 0.32
C -2.78 -3.30 1.83
O -3.38 -4.17 2.42
O -2.43 -2.16 2.20
H 3.91 -3.84 5.20
H 3.67 -5.59 5.09
H 2.48 -4.59 5.91
H 3.79 -2.96 3.01
H 2.57 -2.67 0.88
H -0.30 -5.57 2.09
H 0.91 -5.87 4.22
H -2.24 -4.73 0.19
H -3.16 -3.26 -0.28
C -3.08 4.03 -2.16
Si -3.43 3.46 -0.37
C -2.59 4.72 0.81
C -5.30 3.44 -0.02
C -2.68 1.79 -0.05
C -2.16 0.72 0.23
H -3.65 4.93 -2.40
H -3.34 3.27 -2.89
H -2.03 4.28 -2.31
H -2.92 5.74 0.60
H -1.50 4.71 0.71
H -2.82 4.50 1.84
H -5.72 4.44 -0.07
H -5.50 3.05 0.97
H -5.83 2.82 -0.73

As for the expectation value of S²: 0.78. The HOMO energy (alpha / beta) is -7.362 / -7.309 eV. The spin multiplicity is 2. The LUMO energy (alpha / beta) is -1.72 / -1.16 eV. The calculation puts the HOMO-LUMO gap (alpha / beta) at 5.64 / 6.15 eV.

Entry from the Open Molecules 2025 dataset: 5 unconnected molecules or ions with the total composition C30H50IN2O10PS4 at a distorted geometry (the ωB97M-V functional and the def2-TZVPD basis).

Atoms and positions in Å:
C -0.48 -0.56 -4.81
O 0.63 0.13 -5.41
C 0.10 1.28 -6.13
C 0.61 2.57 -5.36
C -0.42 3.77 -5.30
N -1.82 3.31 -5.02
C -2.73 3.44 -6.04
C -4.09 2.96 -5.82
C -4.42 2.34 -4.51
C -5.88 1.82 -4.39
C -6.94 2.48 -3.62
C -8.26 1.86 -3.66
N -8.53 0.72 -4.40
P -10.20 -0.01 -4.48
O -10.01 -1.66 -4.74
I -11.14 0.17 -2.21
C -7.54 0.06 -5.12
C -6.18 0.58 -5.15
C -3.41 2.25 -3.47
C -2.07 2.76 -3.79
H -0.09 -1.39 -4.16
H -1.08 0.12 -4.14
H -1.17 -0.96 -5.61
H 0.43 1.25 -7.21
H -1.02 1.15 -6.14
H 1.50 2.95 -5.94
H 0.97 2.26 -4.34
H -0.12 4.43 -4.43
H -0.39 4.43 -6.20
H -2.46 3.88 -7.03
H -4.84 3.03 -6.63
H -6.70 3.41 -3.06
H -9.12 2.32 -3.12
H -9.46 -2.02 -4.01
H -7.74 -0.87 -5.70
H -5.37 0.07 -5.73
H -3.65 1.79 -2.48
H -1.22 2.70 -3.04
C -0.61 -0.62 0.97
C -1.11 -1.28 -0.31
C -1.63 -0.16 -1.22
S -0.71 1.32 -0.78
O -1.62 2.28 -0.22
O 0.19 1.66 -1.87
C 0.23 0.57 0.53
H -0.04 -1.32 1.58
H -1.46 -0.28 1.57
H -0.28 -1.79 -0.80
H -1.89 -2.02 -0.12
H -1.47 -0.39 -2.28
H -2.69 0.04 -1.05
H 0.39 1.30 1.33
H 1.19 0.25 0.12
C 0.52 -3.68 5.36
C 0.29 -5.13 4.91
C -0.56 -5.09 3.64
S -0.19 -3.52 2.85
O -1.39 -2.71 2.87
O 0.56 -3.75 1.64
C 0.92 -2.91 4.11
H 1.27 -3.61 6.13
H -0.42 -3.27 5.77
H 1.26 -5.60 4.70
H -0.19 -5.72 5.69
H -0.31 -5.90 2.96
H -1.62 -5.11 3.87
H 0.81 -1.84 4.21
H 1.93 -3.16 3.81
C 4.75 -0.09 7.70
C 5.67 -0.79 6.70
C 4.83 -1.82 5.95
S 3.15 -1.18 5.94
O 2.32 -2.07 6.72
O 2.80 -0.77 4.60
C 3.49 0.27 6.92
H 5.22 0.80 8.13
H 4.50 -0.77 8.52
H 6.08 -0.07 6.01
H 6.52 -1.27 7.20
H 5.17 -1.94 4.92
H 4.82 -2.79 6.45
H 2.64 0.50 7.56
H 3.68 1.10 6.23
C 5.17 0.91 0.40
C 6.66 0.58 0.58
C 7.11 1.19 1.91
S 5.65 1.24 2.96
O 5.31 2.61 3.21
O 5.80 0.27 4.02
C 4.51 0.59 1.74
H 4.72 0.34 -0.41
H 5.05 1.97 0.17
H 6.79 -0.50 0.61
H 7.26 0.97 -0.25
H 7.88 0.59 2.39
H 7.46 2.22 1.79
H 3.54 1.05 1.86
H 4.44 -0.49 1.90

The HOMO energy is -12.865 eV. The LUMO energy is -7.24 eV. The calculation puts the HOMO-LUMO gap at 5.62 eV. As for the total charge: +2.

Entry from the Open Molecules 2025 dataset: a molecular structure, C4H10NS2 at a distorted geometry (the ωB97M-V functional and the def2-TZVPD basis).

Atoms and positions in Å:
C -0.04 2.21 0.01
C -0.14 0.91 -0.14
C 0.74 -0.86 1.29
C 1.18 -0.85 -1.13
N 0.95 -0.04 0.08
S -1.65 0.07 -0.60
S -4.04 -0.74 0.45
H 0.98 2.67 0.04
H -1.03 2.81 0.02
H 1.71 -1.41 1.66
H 0.61 -0.08 2.16
H -0.02 -1.47 1.07
H 1.18 -0.35 -2.10
H 2.19 -1.37 -1.25
H 0.39 -1.73 -1.33
H 1.74 0.43 0.37
H -4.77 -0.22 -0.61

The HOMO energy (alpha / beta) is -13.049 / -13.109 eV. The LUMO energy (alpha / beta) is -6.48 / -6.58 eV. The calculation puts the HOMO-LUMO gap (alpha / beta) at 6.57 / 6.53 eV. The relative energy (zero: lowest compared OMol25 entry of this formula, charge and spin) comes out at 4.284 eV. As for the total charge: +1.

E_tot readings, ordered: -492.382474 -9187.887262 -4266.199384 -1009.108577 hartree